No. 1
Entry from the Open Molecules 2025 dataset: a structure of composition C40H105F12MgN11O20S4 (the ωB97M-V functional and the def2-TZVPD basis).

Geometry (Å):
Mg: -2.725 -2.955 -1.338
C: 0.463 -0.426 -1.903
F: 0.411 -1.052 -3.078
F: 1.036 -1.298 -1.001
F: 1.313 0.628 -1.977
S: -1.374 0.017 -1.386
O: -1.299 1.248 -0.656
O: -2.081 0.189 -2.688
N: -1.982 -1.444 -0.570
S: -1.725 -1.104 0.961
O: -2.049 -2.291 1.738
O: -0.409 -0.510 1.303
C: -3.102 0.182 1.501
F: -2.564 1.384 1.745
F: -4.043 0.305 0.586
F: -3.787 -0.245 2.608
C: -4.699 -6.277 -2.400
F: -5.544 -5.935 -1.487
F: -5.078 -7.478 -2.826
F: -4.858 -5.310 -3.333
S: -2.852 -6.177 -1.734
O: -2.531 -7.437 -1.044
O: -2.097 -5.814 -2.881
N: -3.021 -4.702 -0.714
S: -3.470 -5.211 0.706
O: -4.144 -4.230 1.614
O: -4.239 -6.444 0.685
C: -1.765 -5.761 1.544
F: -1.131 -6.559 0.750
F: -0.915 -4.728 1.690
F: -1.894 -6.317 2.789
O: -4.582 -2.432 -1.061
H: -5.223 -2.789 -0.446
H: -5.065 -1.769 -1.554
O: -3.709 2.042 -3.823
H: -3.120 1.482 -3.318
H: -3.691 2.883 -3.366
O: -0.783 -3.448 -2.108
H: -0.304 -3.427 -2.936
H: -0.311 -4.087 -1.573
C: -2.171 -3.612 -8.122
C: -0.729 -3.693 -7.620
C: -0.649 -4.004 -6.123
O: -1.403 -3.138 -5.154
C: -1.186 -1.729 -5.403
N: 0.078 -4.565 -8.408
H: -2.779 -3.068 -7.399
H: -2.512 -4.646 -8.077
H: -2.280 -3.174 -9.114
H: -0.426 -2.675 -7.865
H: 0.408 -3.915 -5.870
H: -0.877 -5.054 -5.940
H: -0.146 -1.411 -5.463
H: -1.790 -1.083 -4.765
H: -1.629 -1.528 -6.379
H: 0.613 -4.111 -9.134
H: 0.851 -4.892 -7.846
C: -4.790 5.214 1.720
C: -6.274 5.283 2.240
C: -6.592 4.260 3.419
O: -6.794 2.945 2.823
C: -5.918 1.914 2.988
N: -6.477 6.590 2.712
H: -4.023 5.266 2.493
H: -4.391 5.985 1.060
H: -4.395 4.330 1.219
H: -7.013 5.166 1.447
H: -7.498 4.582 3.932
H: -5.750 4.263 4.111
H: -6.183 1.011 2.438
H: -6.090 1.567 4.007
H: -4.871 2.214 2.965
H: -7.422 6.759 3.025
H: -5.822 7.003 3.361
C: 1.257 8.177 0.112
C: 2.084 7.316 -0.848
C: 1.819 5.790 -0.643
O: 2.710 5.106 -1.591
C: 2.258 3.854 -2.035
N: 1.927 7.766 -2.207
H: 1.308 7.933 1.173
H: 0.191 8.234 -0.105
H: 1.574 9.216 0.027
H: 3.112 7.420 -0.500
H: 0.798 5.408 -0.627
H: 2.219 5.550 0.342
H: 1.205 3.981 -2.283
H: 2.153 3.058 -1.297
H: 2.931 3.630 -2.863
H: 2.535 8.567 -2.292
H: 2.386 7.009 -2.694
C: 8.162 -0.668 -0.754
C: 7.521 0.412 0.206
C: 6.345 -0.040 1.107
O: 5.131 -0.201 0.267
C: 4.597 1.018 -0.280
N: 8.603 0.923 1.056
H: 7.464 -0.816 -1.578
H: 8.299 -1.652 -0.307
H: 9.021 -0.384 -1.363
H: 7.308 1.324 -0.353
H: 6.007 0.687 1.845
H: 6.510 -0.946 1.689
H: 3.662 0.626 -0.681
H: 5.154 1.330 -1.163
H: 4.364 1.792 0.451
H: 8.213 1.719 1.540
H: 9.192 1.438 0.417
C: 3.911 -4.575 -2.561
C: 3.774 -3.929 -1.150
C: 4.054 -4.741 0.064
O: 3.128 -5.853 0.096
C: 3.236 -6.736 1.189
N: 4.614 -2.813 -1.018
H: 3.178 -5.356 -2.767
H: 4.942 -4.854 -2.777
H: 3.692 -3.814 -3.309
H: 2.806 -3.562 -0.808
H: 3.888 -4.212 1.003
H: 5.091 -5.077 0.062
H: 4.270 -7.080 1.237
H: 2.584 -7.595 1.033
H: 2.990 -6.276 2.146
H: 4.320 -2.125 -1.697
H: 4.464 -2.392 -0.113
C: -3.490 -1.871 5.370
C: -3.222 -0.681 6.212
C: -3.385 0.689 5.453
O: -2.983 1.678 6.396
C: -3.384 3.012 6.035
N: -4.173 -0.850 7.293
H: -3.058 -1.615 4.402
H: -4.527 -2.159 5.199
H: -2.992 -2.749 5.780
H: -2.222 -0.655 6.645
H: -4.379 0.887 5.051
H: -2.737 0.784 4.581
H: -4.391 3.165 6.422
H: -3.416 3.186 4.959
H: -2.621 3.732 6.331
H: -4.077 0.020 7.798
H: -3.770 -1.563 7.883
C: 3.125 -1.711 2.283
C: 2.087 -1.494 3.341
C: 1.219 -2.745 3.507
O: 0.281 -2.599 4.576
C: -0.469 -3.722 4.898
N: 2.707 -1.260 4.626
H: 3.633 -2.568 2.725
H: 3.899 -0.946 2.215
H: 2.670 -1.924 1.316
H: 1.604 -0.553 3.077
H: 1.908 -3.575 3.663
H: 0.650 -2.906 2.592
H: -1.505 -3.665 4.564
H: -0.520 -3.711 5.987
H: 0.008 -4.686 4.720
H: 1.992 -1.137 5.328
H: 3.240 -2.095 4.824
C: 1.174 4.864 3.587
C: 1.274 3.329 3.405
C: 0.021 2.513 3.689
O: -0.414 2.754 5.010
C: 0.218 1.913 5.923
N: 1.798 3.138 2.064
H: 0.913 4.750 4.639
H: 0.371 5.276 2.976
H: 2.173 5.297 3.533
H: 1.995 2.986 4.148
H: -0.014 1.483 3.335
H: -0.805 2.992 3.164
H: 1.296 1.849 5.775
H: -0.192 0.904 5.938
H: 0.029 2.396 6.881
H: 1.638 2.178 1.792
H: 1.371 3.726 1.364
C: 0.416 3.830 -5.481
C: 0.572 2.647 -6.503
C: 1.247 1.383 -5.934
O: 2.408 1.760 -5.173
C: 3.654 1.562 -5.819
N: -0.778 2.485 -7.037
H: -0.192 3.445 -4.663
H: 0.112 4.803 -5.868
H: 1.384 4.069 -5.042
H: 1.225 2.996 -7.303
H: 1.403 0.698 -6.767
H: 0.625 0.890 -5.188
H: 3.797 0.557 -6.217
H: 4.440 1.649 -5.068
H: 3.829 2.122 -6.737
H: -0.960 3.158 -7.767
H: -0.821 1.542 -7.396

## Properties
**Orbital gap**: 0.291 Ha
**LUMO level**: -0.79 eV
**Energy relative to the best compared isomer or geometry (same formula, charge and spin)**: 55.2 kJ/mol

***

No. 2
Entry from the Open Molecules 2025 dataset: a structure of composition C40H106HfN6O17 (the ωB97M-V functional and the def2-TZVPD basis).

Geometry (Å):
Hf: 1.035 1.382 5.419
C: 0.071 0.121 0.833
C: -0.460 0.577 2.221
O: 0.549 0.733 3.137
H: -0.862 -0.014 0.285
H: 0.644 -0.805 0.889
H: 0.611 0.958 0.392
H: -1.154 -0.139 2.662
H: -1.085 1.445 2.009
C: -3.422 1.308 5.060
C: -2.609 2.259 5.915
O: -1.215 1.917 6.078
H: -3.485 0.361 5.596
H: -2.963 1.124 4.089
H: -4.365 1.800 4.820
H: -3.148 2.409 6.850
H: -2.753 3.222 5.425
C: 0.407 4.216 0.921
O: -0.755 4.290 1.834
C: -2.053 4.274 1.279
C: -3.090 3.679 2.277
N: -4.431 3.997 1.827
C: -5.431 3.544 2.700
C: -6.901 3.681 2.139
O: -7.127 2.799 0.990
C: -8.443 2.682 0.691
H: 0.311 5.085 0.269
H: 0.382 3.246 0.426
H: 1.318 4.284 1.515
H: -2.082 3.686 0.361
H: -2.271 5.331 1.127
H: -2.796 4.176 3.202
H: -2.933 2.607 2.398
H: -4.579 3.533 0.942
H: -5.319 4.035 3.666
H: -5.310 2.466 2.805
H: -7.082 4.737 1.939
H: -7.535 3.363 2.967
H: -8.986 2.185 1.494
H: -8.502 1.995 -0.153
H: -8.909 3.537 0.200
C: -3.700 3.297 -5.107
O: -4.388 2.920 -3.979
C: -4.673 4.001 -3.073
C: -5.694 3.581 -1.995
N: -5.134 2.822 -0.913
C: -4.641 1.486 -1.334
C: -4.520 0.596 -0.061
O: -4.074 -0.703 -0.386
C: -4.104 -1.482 0.805
H: -3.501 2.501 -5.825
H: -2.780 3.763 -4.755
H: -4.340 3.944 -5.706
H: -5.045 4.799 -3.715
H: -3.727 4.439 -2.754
H: -6.640 3.157 -2.330
H: -6.078 4.516 -1.586
H: -5.837 2.767 -0.191
H: -3.680 1.490 -1.847
H: -5.239 0.971 -2.085
H: -5.408 0.627 0.570
H: -3.767 0.928 0.654
H: -5.097 -1.539 1.249
H: -3.467 -1.001 1.547
H: -3.796 -2.517 0.656
C: 6.785 -1.480 3.319
O: 5.491 -1.116 2.747
C: 5.030 -1.959 1.739
C: 3.659 -1.408 1.395
N: 2.530 -1.754 2.330
C: 2.181 -3.185 2.466
C: 1.293 -3.448 3.717
O: -0.030 -2.876 3.717
C: -0.915 -3.420 2.718
H: 6.858 -1.073 4.328
H: 7.656 -1.250 2.707
H: 6.810 -2.546 3.548
H: 5.041 -3.043 1.853
H: 5.661 -1.648 0.907
H: 3.452 -1.840 0.416
H: 3.785 -0.337 1.234
H: 1.730 -1.161 2.159
H: 3.101 -3.755 2.601
H: 1.606 -3.564 1.622
H: 1.855 -3.174 4.610
H: 1.151 -4.526 3.780
H: -1.356 -4.368 3.024
H: -0.333 -3.475 1.798
H: -1.789 -2.797 2.526
C: -1.010 -3.414 -1.109
O: -1.179 -4.742 -0.721
C: -2.335 -5.326 -1.309
C: -2.391 -6.851 -1.057
N: -1.218 -7.374 -1.744
C: -0.880 -8.703 -1.225
C: 0.260 -9.264 -2.037
O: 1.397 -8.432 -1.827
C: 2.609 -8.970 -2.331
H: -0.067 -2.969 -0.789
H: -1.826 -2.846 -0.663
H: -1.108 -3.291 -2.188
H: -2.423 -5.177 -2.386
H: -3.255 -4.959 -0.855
H: -3.328 -7.269 -1.424
H: -2.405 -6.974 0.026
H: -0.508 -6.713 -1.462
H: -1.769 -9.329 -1.286
H: -0.584 -8.671 -0.177
H: -0.045 -9.200 -3.082
H: 0.448 -10.282 -1.697
H: 2.932 -9.812 -1.718
H: 3.409 -8.231 -2.305
H: 2.465 -9.280 -3.366
C: 7.980 3.687 -2.994
O: 6.709 4.201 -2.646
C: 5.995 4.852 -3.684
C: 4.526 5.187 -3.200
N: 3.472 4.146 -3.348
C: 2.232 4.449 -2.564
C: 1.132 3.432 -2.795
O: -0.105 3.991 -2.225
C: -1.147 3.013 -2.246
H: 8.658 4.525 -3.152
H: 7.820 3.244 -3.978
H: 8.325 2.933 -2.287
H: 5.982 4.210 -4.564
H: 6.423 5.816 -3.958
H: 4.051 6.029 -3.703
H: 4.639 5.440 -2.146
H: 3.183 4.182 -4.315
H: 1.731 5.339 -2.946
H: 2.493 4.530 -1.509
H: 1.374 2.461 -2.364
H: 0.972 3.382 -3.872
H: -0.763 2.172 -1.669
H: -1.310 2.636 -3.256
H: -1.996 3.409 -1.690
C: 6.817 0.308 -1.024
O: 5.427 0.022 -1.149
C: 4.887 1.096 -1.899
C: 3.388 0.805 -2.215
N: 3.237 -0.558 -2.699
C: 1.806 -1.092 -2.688
C: 1.751 -2.565 -3.102
O: 2.265 -3.372 -2.021
C: 2.327 -4.784 -2.297
H: 7.361 -0.399 -0.399
H: 6.968 1.231 -0.465
H: 7.349 0.401 -1.972
H: 5.364 1.330 -2.851
H: 4.970 2.061 -1.399
H: 2.996 1.404 -3.037
H: 2.641 1.024 -1.452
H: 3.881 -1.202 -2.263
H: 1.092 -0.581 -3.334
H: 1.287 -0.945 -1.741
H: 2.421 -2.689 -3.953
H: 0.751 -2.855 -3.423
H: 1.378 -5.158 -2.680
H: 2.564 -5.415 -1.440
H: 3.006 -5.093 -3.092
O: 0.034 -0.916 5.466
H: -0.440 -1.189 6.252
H: -0.147 -1.605 4.826
O: 2.643 -0.316 4.691
H: 2.642 -0.711 3.819
H: 3.282 -0.830 5.186
O: 0.490 3.384 4.058
H: 0.195 3.505 3.155
H: 0.610 4.273 4.392

## Properties
**Orbital gap**: 0.105 Ha
**LUMO level**: -8.84 eV
**Charge**: +2
**Energy relative to the best compared isomer or geometry (same formula, charge and spin)**: 0.0 kJ/mol